Entry 1:
Formula: C26H43Cl8F3O18
Source: OMol25
Level of theory: wB97M-V/def2-TZVPD

Geometry (Å):
O  5.08  -2.85  4.22
C  4.36  -2.63  3.23
O  4.68  -2.83  1.92
C  3.74  -2.21  1.00
C  2.89  -1.42  1.97
F  1.62  -1.86  1.73
O  3.22  -1.98  3.26
H  4.23  -1.52  0.31
H  3.28  -2.95  0.36
H  2.88  -0.34  1.81
O  -2.70  -2.99  3.01
C  -2.30  -1.93  3.48
O  -1.03  -1.55  3.58
C  -1.03  -0.40  4.38
C  -2.51  0.07  4.58
F  -2.74  1.10  3.69
O  -3.14  -1.15  4.19
H  -0.62  -0.66  5.35
H  -0.43  0.43  4.01
H  -2.65  0.39  5.61
O  -2.18  -6.10  -3.81
C  -2.08  -5.82  -2.64
O  -1.99  -4.52  -2.18
C  -2.06  -4.45  -0.76
C  -1.48  -5.92  -0.50
F  -1.64  -6.51  0.67
O  -2.03  -6.66  -1.57
H  -1.45  -3.68  -0.29
H  -3.00  -4.33  -0.23
H  -0.41  -6.08  -0.63
C  1.08  3.86  2.34
O  1.26  2.65  3.05
C  1.53  2.71  4.33
O  2.05  3.63  4.94
O  1.57  1.47  4.80
C  1.89  1.22  6.12
H  2.04  4.18  1.95
H  0.66  4.62  2.99
H  0.51  3.61  1.44
H  2.08  0.15  6.25
H  1.09  1.60  6.75
H  2.87  1.64  6.38
C  5.16  2.70  3.01
O  4.89  1.79  1.89
C  4.37  2.16  0.78
O  4.18  1.30  -0.11
O  4.13  3.50  0.76
C  3.52  4.09  -0.35
H  5.67  3.61  2.68
H  5.73  2.20  3.80
H  4.19  3.05  3.37
H  3.21  5.11  -0.08
H  2.63  3.57  -0.70
H  4.29  4.26  -1.10
C  1.82  0.17  -4.01
O  2.82  0.31  -5.00
C  2.76  -0.40  -6.10
O  1.94  -1.26  -6.40
O  3.72  0.07  -6.91
C  3.67  -0.26  -8.35
H  1.83  -0.83  -3.59
H  0.88  0.38  -4.52
H  2.01  0.84  -3.17
H  3.20  0.55  -8.90
H  3.25  -1.24  -8.59
H  4.69  -0.28  -8.75
Cl  -3.30  4.30  1.14
C  -3.89  3.14  -0.09
C  -4.48  3.97  -1.25
Cl  -5.99  4.89  -0.76
H  -4.59  2.50  0.45
H  -3.11  2.42  -0.34
H  -4.68  3.20  -2.00
H  -3.80  4.58  -1.84
Cl  0.25  2.10  -0.71
C  0.00  0.73  0.29
C  -0.90  -0.30  -0.41
Cl  0.04  -1.31  -1.50
H  -0.47  1.10  1.20
H  0.99  0.37  0.56
H  -1.66  0.21  -1.01
H  -1.40  -0.97  0.29
Cl  -2.34  0.68  -3.66
C  -2.21  0.10  -5.37
C  -1.60  -1.27  -5.45
Cl  -2.48  -2.46  -4.37
H  -1.66  0.88  -5.89
H  -3.16  -0.02  -5.88
H  -0.55  -1.23  -5.14
H  -1.55  -1.69  -6.46
Cl  -7.99  -2.05  1.84
C  -6.71  -1.84  0.62
C  -5.62  -0.95  1.22
Cl  -4.31  -0.75  0.04
H  -7.09  -1.41  -0.30
H  -6.33  -2.84  0.40
H  -5.19  -1.49  2.07
H  -5.96  0.01  1.59

Values from the calculation:
DFT total energy: -172844.6697 eV
gap between HOMO and LUMO: 10.5 eV
SMILES: O=C1OC[C@@H](F)O1.O=C1OC[C@@H](F)O1.O=C1OC[C@@H](F)O1.COC(=O)OC.COC(=O)OC.COC(=O)OC.ClCCCl.ClCCCl.ClCCCl.ClCCCl
energy above the lowest of the compared OMol25 structures with the same formula, charge and spin: 31.3 kcal/mol
E_HOMO: -10.422 eV

***

Entry 2:
Formula: C9H14O
Source: OMol25
Level of theory: wB97M-V/def2-TZVPD

Geometry (Å):
C  2.90  0.52  1.07
C  1.45  0.18  1.32
C  0.62  0.85  0.48
C  -0.71  0.51  0.35
C  -1.15  -0.43  1.21
O  -2.47  -0.77  1.40
C  -0.36  -1.08  2.24
C  1.00  -0.79  2.18
H  3.11  -0.21  0.25
H  3.66  0.11  1.74
H  3.21  1.42  0.42
H  1.09  1.53  -0.34
H  -1.48  0.95  -0.31
H  -2.68  -1.69  1.21
H  -0.65  -1.88  2.88
H  1.69  -1.26  2.93
C  -0.21  1.10  -3.87
C  -1.02  -0.15  -4.24
H  -0.53  2.02  -4.26
H  -0.13  1.07  -2.75
H  0.75  1.12  -4.14
H  -0.25  -0.84  -4.79
H  -1.75  0.13  -5.08
H  -1.45  -0.61  -3.41

Values from the calculation:
DFT total energy: -11605.2234 eV
gap between HOMO and LUMO: 9.3 eV
SMILES: Cc1ccc(O)cc1.CC
energy above the lowest of the compared OMol25 structures with the same formula, charge and spin: 55.7 kcal/mol
E_HOMO: -8.498 eV

***

Entry 3:
Formula: C5H5NO2
Source: OMol25
Level of theory: wB97M-V/def2-TZVPD

Geometry (Å):
O  2.73  -0.32  -0.27
C  1.59  -0.12  0.03
O  1.04  1.13  0.22
C  -0.23  1.69  0.16
C  -1.19  0.81  -0.19
C  -0.72  -0.52  -0.41
N  -0.58  -1.88  0.30
C  0.34  -0.87  0.51
H  -0.15  2.78  0.32
H  -2.17  1.09  -0.37
H  -0.49  -0.78  -1.44
H  -0.35  -2.53  -0.42
H  0.18  -0.49  1.55

Values from the calculation:
DFT total energy: -10846.7387 eV
gap between HOMO and LUMO: 10.4 eV
SMILES: O=C1OC=C[C@@H]2N[C@@H]12
energy above the lowest of the compared OMol25 structures with the same formula, charge and spin: 105.5 kcal/mol
E_HOMO: -9.539 eV